(1)
ORCA calculation (the ωB97M-V functional and the def2-TZVPD basis) on C13H18N2NbO2S2 as an isolated structure at a distorted geometry.

Values from the calculation:
- electronic energy (Ha) = -1618.42962
- Kohn-Sham gap (spin up / spin down) (eV) = 6.41 / 5.39
- lowest unoccupied orbital energy (spin up / spin down) (eV) = -12.706 / -13.539

ORCA input file:
```
! wB97M-V def2-TZVPD RIJCOSX def2/J DEFGRID3
* xyz 3 1
Nb 0.4614 -0.2314 -0.4009
S -0.3578 -2.3821 -1.2052
C 0.1947 -2.2528 0.4304
N 1.3916 -1.5635 0.6699
C 1.9797 -1.7613 1.9128
C 3.2018 -1.1478 2.4069
C 3.5032 -1.3106 3.7676
C 2.6387 -2.1335 4.5829
C 1.4450 -2.5838 4.1921
C 1.1282 -2.5583 2.7591
S -0.2967 -3.0751 1.9435
H 3.8130 -0.5825 1.6733
H 4.3934 -0.7565 4.1307
H 2.9330 -2.2228 5.6397
H 0.8014 -3.1468 4.8258
C 0.5766 2.5947 -3.1091
C 1.7623 1.7017 -2.7880
C 2.4198 1.0965 -3.9624
O 1.3392 0.5579 -1.8004
H 0.8855 3.3470 -3.8954
H 0.1745 3.2650 -2.3529
H -0.2725 2.0652 -3.5470
H 2.5159 2.2267 -2.1912
H 1.6707 0.6680 -4.6287
H 3.2113 0.3315 -3.7154
H 3.0517 1.8787 -4.3868
C -3.7795 -0.4394 -0.9809
N -3.5321 0.7429 -0.1283
C -4.7691 1.3697 0.5178
C -2.3651 1.1820 0.2653
O -1.2146 0.5909 0.0638
H -2.8815 -1.0740 -1.0510
H -3.9225 -0.0618 -1.9959
H -4.6151 -0.9930 -0.5863
H -5.0320 0.8930 1.4748
H -5.6690 1.3196 -0.1295
H -4.4701 2.4001 0.6800
H -2.3149 2.0456 0.9186
*
```

(2)
ORCA calculation (the ωB97M-V functional and the def2-TZVPD basis) on C13H18N2O3S in the gas phase.

Values from the calculation:
- electronic energy (Ha) = -1239.61699
- SMILES = COC(=O)Cc1ccc(NC(=S)NCCCO)cc1
- Kohn-Sham gap (eV) = 8.74
- ΔE to the lowest compared entry with this formula, charge and spin (kcal per mole) = 24.8
- lowest unoccupied orbital energy (eV) = 0.531

ORCA input file:
```
! wB97M-V def2-TZVPD RIJCOSX def2/J DEFGRID3
* xyz 0 1
C -2.6974 -1.9985 0.3358
H -1.6799 -2.3345 0.1420
H -3.3876 -2.3919 -0.4124
H -3.0220 -2.3210 1.3269
O -2.6702 -0.5769 0.2781
C -3.7894 0.0539 -0.0785
O -4.8278 -0.4932 -0.3348
C -3.5790 1.5637 -0.1248
C -2.1181 1.8948 -0.1080
C -1.3463 1.6649 -1.2412
C 0.0271 1.7956 -1.2008
C 0.6592 2.1553 -0.0108
C -0.1167 2.4804 1.0981
C -1.4904 2.3425 1.0470
H -2.0779 2.5598 1.9268
H 0.3650 2.8055 2.0088
N 2.0583 2.1673 0.0849
C 2.8859 1.1204 -0.2047
N 2.3515 0.0441 -0.8132
H 1.3418 -0.0197 -0.8360
C 3.0499 -1.2106 -0.9296
C 2.9643 -2.0483 0.3540
C 1.5213 -2.2705 0.8163
H 1.5223 -2.9222 1.7014
H 1.0571 -1.3218 1.0990
O 0.6870 -2.8079 -0.1875
H 1.0624 -3.6456 -0.4815
H 3.5073 -1.5382 1.1503
H 3.4488 -3.0100 0.1722
H 2.6062 -1.7553 -1.7661
H 4.0977 -0.9966 -1.1505
S 4.4865 1.2401 0.1902
H 2.4789 2.8626 0.6865
H 0.6163 1.6276 -2.0899
H -1.8254 1.3601 -2.1599
H -4.0939 1.9912 0.7381
H -4.0727 1.9325 -1.0261
*
```

(3)
ORCA calculation (the ωB97M-V functional and the def2-TZVPD basis) on C13H18N5NiO2S2 as an isolated structure at a distorted geometry.

Values from the calculation:
- electronic energy (Ha) = -3235.01975
- Kohn-Sham gap (spin up / spin down) (eV) = 8.33 / 7.48
- ΔE to the lowest compared entry with this formula, charge and spin (kcal per mole) = 7.2
- <S²> = 2.01
- lowest unoccupied orbital energy (spin up / spin down) (eV) = -2.542 / -3.408

ORCA input file:
```
! wB97M-V def2-TZVPD RIJCOSX def2/J DEFGRID3
* xyz 1 3
Ni -1.4214 2.4893 2.0806
S -1.5300 2.3693 4.3848
C -0.2950 1.2956 3.8907
N 0.2761 1.5417 2.7199
C 1.1955 0.5963 2.3844
C 1.9820 0.5812 1.2325
C 2.8947 -0.4390 1.0584
C 3.0347 -1.4438 2.0159
C 2.2654 -1.4455 3.1637
C 1.3466 -0.4244 3.3499
S 0.2710 -0.1435 4.6926
H 1.8861 1.3993 0.5346
H 3.5294 -0.4506 0.1852
H 3.7695 -2.2172 1.8649
H 2.4005 -2.2125 3.9066
N -1.1888 2.6719 -0.0583
C -1.1326 1.2950 -0.5788
C -1.4322 1.1553 -2.0719
C -0.1887 1.0147 -2.9555
C 0.6619 -0.2234 -2.6369
N -0.1548 -1.4192 -2.6165
C -0.6433 -2.0554 -1.5534
N -1.6443 -2.9175 -1.7339
N -0.0619 -1.9959 -0.3568
C -2.0854 0.3745 0.2897
O -2.4551 -0.6809 -0.2049
O -2.2910 0.7798 1.4615
H -2.0579 3.1079 -0.3807
H -0.4142 3.2208 -0.4276
H -0.1293 0.9138 -0.3575
H -2.0050 2.0220 -2.4075
H -2.0736 0.2764 -2.1888
H 0.4442 1.8987 -2.8659
H -0.5178 0.9573 -3.9935
H 1.1726 -0.1093 -1.6841
H 1.4262 -0.3348 -3.4081
H -0.6222 -1.5937 -3.4952
H -2.1628 -2.9105 -2.5968
H -2.1521 -3.2437 -0.9280
H 0.6744 -1.3410 -0.1496
H -0.5715 -2.3590 0.4340
*
```

(4)
ORCA calculation (the ωB97M-V functional and the def2-TZVPD basis) on C13H18N5O6PdS as an isolated structure.

Values from the calculation:
- electronic energy (Ha) = -1757.18819
- Kohn-Sham gap (spin up / spin down) (eV) = 9.35 / 7.85
- ΔE to the lowest compared entry with this formula, charge and spin (kcal per mole) = 2.4
- <S²> = 2.01
- lowest unoccupied orbital energy (spin up / spin down) (eV) = -2.392 / -3.941

ORCA input file:
```
! wB97M-V def2-TZVPD RIJCOSX def2/J DEFGRID3
* xyz 1 3
Pd 0.7229 0.9514 -1.1681
N 0.3419 3.0974 -2.1643
N 1.3970 3.5396 -2.9541
C 2.5566 2.8676 -3.0147
N 3.5140 3.4131 -3.7695
S 2.8563 1.4204 -2.2061
H -0.5184 3.0746 -2.6964
H 0.2451 3.6748 -1.3367
H 1.3100 4.4280 -3.4226
H 3.3876 4.2662 -4.2873
H 4.4023 2.9459 -3.8252
O -1.3486 0.3665 -2.0784
C -0.9461 -0.7662 -2.3957
O 0.2536 -1.1495 -2.3784
C -1.9759 -1.8178 -2.7977
N -1.2165 -3.1249 -2.8865
C -1.7199 -4.0178 -1.7882
C -3.1606 -3.5653 -1.6019
C -3.0738 -2.0414 -1.7465
H -2.3766 -1.5646 -3.7769
H -0.2385 -2.7998 -2.7589
H -1.3110 -3.5647 -3.7969
H -1.1194 -3.8200 -0.9024
H -1.6052 -5.0595 -2.0741
H -3.5589 -3.8756 -0.6384
H -3.7935 -3.9926 -2.3828
H -2.7810 -1.5765 -0.8053
H -4.0144 -1.5965 -2.0578
O 1.1196 1.8999 0.8076
C 0.7326 0.8439 1.3872
O 0.2814 -0.1291 0.7080
C 0.8098 0.7403 2.8706
C 0.8992 1.8928 3.6403
C 0.9484 1.8004 5.0203
C 0.9206 0.5466 5.5974
C 0.8467 -0.6152 4.8524
C 0.7842 -0.5117 3.4739
N 0.9701 0.4433 7.0756
O 1.0459 1.4770 7.7061
O 0.9169 -0.6672 7.5612
H 0.9321 2.8563 3.1506
H 1.0088 2.6760 5.6491
H 0.8362 -1.5702 5.3558
H 0.7188 -1.3958 2.8555
*
```

(5)
ORCA calculation (the ωB97M-V functional and the def2-TZVPD basis) on a 2-piece molecular cluster, C13H18NO2S overall at a distorted geometry.

Values from the calculation:
- electronic energy (Ha) = -1109.57799
- Kohn-Sham gap (eV) = 4.77
- ΔE to the lowest compared entry with this formula, charge and spin (kcal per mole) = 0.0
- lowest unoccupied orbital energy (eV) = 2.776

ORCA input file:
```
! wB97M-V def2-TZVPD RIJCOSX def2/J DEFGRID3
* xyz -1 1
C -4.0224 0.1113 0.9481
N -2.6177 0.1133 1.2334
C -1.9427 -1.1288 0.9731
C -0.5199 -1.1520 1.5320
C 0.2227 0.1092 1.1260
O 1.2146 0.1113 0.4169
C -0.5208 1.3755 1.5308
C -1.9425 1.3553 0.9702
H -4.4788 1.0071 1.3849
H -4.2493 0.1014 -0.1318
H -4.4717 -0.7817 1.3970
H -2.5588 -1.9113 1.4456
H -1.9258 -1.3628 -0.1154
H -0.5752 -1.1925 2.6297
H 0.0153 -2.0233 1.1470
H -0.5781 1.4153 2.6289
H 0.0178 2.2466 1.1481
H -1.9217 1.5885 -0.1185
H -2.5554 2.1423 1.4402
C 7.1883 -4.4374 -1.1428
O 7.0605 -2.9990 -1.1640
C 6.3477 -2.3813 -0.1886
C 6.2657 -0.9596 -0.2563
C 5.5235 -0.2643 0.6648
C 4.7316 -0.9441 1.6480
S 3.5372 -0.1671 2.4954
C 4.9379 -2.3537 1.7816
C 5.6760 -3.0684 0.8607
H 7.8166 -4.6570 -2.0058
H 7.6790 -4.7801 -0.2224
H 6.2109 -4.9245 -1.2549
H 6.7956 -0.4555 -1.0647
H 5.4781 0.8208 0.6343
H 4.4456 -2.8660 2.6028
H 5.7372 -4.1584 0.9222
*
```

(6)
ORCA calculation (the ωB97M-V functional and the def2-TZVPD basis) on C13H19AuBrF2N3O as an isolated structure.

Values from the calculation:
- electronic energy (Ha) = -3655.11132
- Kohn-Sham gap (eV) = 6.42
- lowest unoccupied orbital energy (eV) = -8.850

ORCA input file:
```
! wB97M-V def2-TZVPD RIJCOSX def2/J DEFGRID3
* xyz 2 1
Au 0.2730 0.1179 -0.9775
C 5.6343 -0.0338 -1.7316
C 4.3794 -0.8391 -1.5705
C 4.3611 -2.2314 -1.6577
C 3.1837 -2.9386 -1.4837
C 2.0193 -2.2424 -1.2329
Br 0.3946 -3.1492 -1.0204
N 2.0162 -0.9013 -1.1486
C 3.1722 -0.2189 -1.3109
H 6.4446 -0.6520 -2.1101
H 5.9479 0.3819 -0.7730
H 5.4836 0.7947 -2.4228
H 5.2775 -2.7695 -1.8655
H 3.1596 -4.0169 -1.5447
H 3.1079 0.8575 -1.2156
C -3.1007 -0.7216 -1.2418
N -3.3369 0.6755 -1.5737
C -4.7143 0.9670 -2.0070
C -4.7703 2.2809 -2.7496
C -4.1202 3.3469 -1.8991
N -2.7601 2.9305 -1.5320
C -1.8296 4.0140 -1.2229
C -2.4463 1.6487 -1.3541
O -1.2394 1.4029 -0.9394
H -3.4515 -1.3444 -2.0632
H -3.6464 -0.9964 -0.3371
H -2.0477 -0.9272 -1.0884
H -5.3667 0.9772 -1.1298
H -5.0313 0.1431 -2.6450
H -5.8044 2.5453 -2.9619
H -4.2453 2.1952 -3.7029
H -4.6963 3.5403 -0.9901
H -4.0337 4.2860 -2.4421
H -1.8449 4.7318 -2.0408
H -0.8232 3.6349 -1.1015
H -2.1379 4.5188 -0.3062
F 1.1970 -0.7570 1.5502
C 0.3602 0.1523 1.1613
F -0.8478 -0.1072 1.5505
H 0.6881 1.1813 1.3274
*
```